DFT (ωB97M-V with the def2-TZVPD basis set) results for a cluster of 10 separate species, C69H162N10O17 in total at a distorted geometry.

Structure (XYZ):
```
258
Properties=species:S:1:pos:R:3:lowdin_charge:R:1
O 12.922 3.955 4.362 -0.182
O 11.407 6.298 7.897 -0.198
O -9.811 6.060 2.495 -0.180
O 3.344 1.147 2.840 -0.216
O -4.500 -9.795 -19.069 -0.193
O -0.290 -1.520 15.085 -0.190
O 4.263 9.360 2.920 -0.227
O -9.339 -7.852 -0.981 -0.008
O -8.911 0.132 -14.234 -0.216
O -9.978 2.724 -10.701 -0.217
O 0.827 2.092 11.647 -0.193
O -5.023 -7.619 -12.932 -0.191
O -5.558 7.279 5.955 -0.197
O 1.440 -6.304 7.760 -0.011
O 6.802 14.100 2.527 -0.181
O -1.320 0.914 -1.612 -0.222
O 10.778 0.364 -1.998 -0.011
N -9.947 2.828 -13.749 -0.039
N 11.961 6.656 5.034 -0.055
N -9.421 -6.497 -0.564 -0.132
N 9.587 -0.227 -2.266 -0.142
N -4.801 -10.372 -15.421 -0.079
N 0.677 -1.066 12.072 -0.045
N 0.084 0.655 1.027 -0.062
N -8.356 5.823 4.806 -0.057
N 2.276 -6.146 6.688 -0.128
N 4.465 12.091 1.480 -0.050
C -4.767 -10.397 -20.318 -0.116
C 3.633 -6.737 6.886 -0.439
C 0.527 0.043 -0.254 -0.215
C -4.384 -9.532 -14.258 -0.167
C 6.573 13.100 3.545 -0.084
C -11.001 3.322 -11.472 -0.219
C -5.711 -6.369 -12.840 -0.096
C -5.279 -8.288 -14.126 -0.258
C 7.369 -1.638 -3.638 -0.178
C -8.877 -6.097 0.762 -0.484
C 13.736 5.133 4.144 -0.180
C -0.685 -2.034 16.361 -0.107
C -8.889 -0.850 -15.278 -0.102
C -9.323 -4.650 1.141 -0.138
C -8.137 -5.510 -2.418 -0.025
C 3.545 -8.308 7.321 -0.014
C -9.892 -4.110 -1.212 -0.122
C -9.538 -5.568 -1.687 -0.474
C 9.642 -1.687 -2.404 -0.506
C 8.760 0.575 -3.253 -0.457
C 13.477 2.927 5.045 -0.173
C 8.237 -2.308 -2.570 -0.146
C -0.069 1.153 10.966 -0.186
C -0.654 -2.285 13.929 -0.216
C -9.513 -6.989 1.855 -0.042
C 12.874 6.374 3.923 -0.192
C 2.252 0.390 2.244 -0.192
C -0.633 -0.319 -1.145 -0.207
C -6.362 6.191 6.370 -0.233
C -0.668 -1.427 12.667 -0.182
C -2.673 0.763 -2.167 -0.078
C 11.579 7.576 7.243 -0.201
C 2.510 -6.488 4.203 -0.154
C 8.504 1.922 -2.550 -0.059
C -8.449 5.763 2.361 -0.238
C 10.556 -2.133 -3.576 -0.018
C 4.504 -6.599 5.660 -0.161
C 4.395 10.716 0.887 -0.209
C 5.506 8.635 2.825 -0.080
C 1.833 2.474 10.698 -0.104
C -7.735 6.273 3.572 -0.230
C 0.870 -7.939 5.459 -0.017
C 0.491 -0.327 10.847 -0.236
C 9.456 0.914 -4.582 -0.033
C 4.328 0.230 3.380 -0.094
C 3.586 9.706 1.722 -0.213
C 0.479 -5.478 5.153 -0.061
C -8.678 2.285 -13.378 -0.251
C -4.805 -10.616 -17.939 -0.192
C 10.141 -2.258 -1.093 -0.058
C -8.100 1.314 -14.386 -0.201
C 1.202 1.417 1.650 -0.180
C -9.085 -3.596 0.036 -0.173
C 12.527 5.733 8.591 -0.097
C -10.715 -5.978 -2.648 -0.030
C -7.354 -6.199 0.693 -0.031
C -4.216 7.111 6.413 -0.112
C 5.754 14.206 1.625 -0.248
C -4.587 -9.701 -16.679 -0.235
C 1.526 -6.511 5.416 -0.464
C 4.305 -5.894 8.045 -0.036
C 7.367 -0.124 -3.370 -0.129
C -10.383 2.291 -9.425 -0.113
C 3.843 -7.141 4.401 -0.207
C 12.553 7.515 6.047 -0.226
C -7.845 6.378 6.088 -0.182
C 5.365 12.980 0.747 -0.198
C -10.414 3.877 -12.784 -0.168
C -10.645 5.625 1.503 -0.135
H 10.522 1.028 -4.385 0.085
H -7.988 3.128 -13.432 0.120
H -5.843 -10.572 -20.346 0.082
H 6.282 12.525 0.372 0.114
H 5.530 13.067 3.861 0.081
H -6.957 -6.991 0.058 0.085
H -3.736 6.354 5.792 0.082
H 1.018 0.828 -0.829 0.115
H 5.473 7.824 2.097 0.089
H 11.471 5.860 5.416 0.109
H -0.219 -3.011 16.490 0.085
H -9.676 4.662 -12.614 0.118
H 12.615 8.577 5.806 0.116
H 11.170 -1.935 -0.936 0.077
H -11.258 4.384 -13.252 0.105
H -6.240 6.122 7.450 0.116
H 4.216 -4.810 7.974 0.081
H 7.865 -1.813 -4.592 0.098
H -0.969 1.156 11.582 0.103
H 0.970 -0.238 12.570 0.091
H 6.370 -2.063 -3.730 0.111
H 2.723 -5.460 3.912 0.116
H -1.686 -2.635 13.952 0.111
H -3.569 -9.314 -16.631 0.117
H 1.436 -5.436 8.171 0.111
H -4.539 -9.784 -21.191 0.085
H -10.608 2.069 -13.657 0.100
H -4.128 6.779 7.447 0.080
H 2.563 -8.635 7.662 0.067
H 9.379 2.571 -2.538 0.077
H -1.196 -1.999 11.903 0.112
H 1.662 -8.662 5.653 0.053
H -7.974 -1.441 -15.305 0.074
H 8.385 1.817 -1.471 0.081
H -5.570 -5.781 -13.746 0.082
H -0.505 1.447 10.011 0.113
H 14.319 5.326 5.045 0.106
H -11.626 -5.985 -2.049 0.081
H 7.147 13.246 4.460 0.087
H -1.755 -2.070 16.564 0.078
H -7.981 6.050 1.420 0.126
H -4.397 -10.148 -13.360 0.116
H 6.153 14.960 0.947 0.117
H 7.640 -2.462 -1.671 0.118
H -8.644 -4.342 1.936 0.122
H -7.104 0.950 -14.135 0.117
H -7.405 -4.982 -1.806 0.058
H 6.888 0.282 -4.261 0.113
H 10.601 7.910 6.896 0.119
H -8.965 -0.345 -16.241 0.081
H 13.882 3.046 6.051 0.085
H 1.673 2.048 0.896 0.103
H -7.579 7.352 3.562 0.120
H 6.672 0.042 -2.546 0.118
H 13.525 7.155 6.382 0.098
H -10.556 -6.957 -3.102 0.071
H -10.475 4.569 1.293 0.088
H 4.314 -8.654 8.012 0.071
H 2.610 10.116 1.980 0.125
H 9.375 0.123 -5.329 0.064
H 3.657 -8.215 4.416 0.100
H 14.485 4.891 3.390 0.120
H -3.071 1.596 -2.747 0.081
H 4.723 -5.546 5.485 0.121
H 5.491 -7.040 5.796 0.123
H -8.345 5.794 6.861 0.110
H -10.931 -4.097 -0.884 0.110
H -6.362 -8.389 -14.197 0.125
H 3.857 -6.303 8.951 0.070
H -9.422 -6.615 2.874 0.080
H -3.211 0.507 -1.255 0.082
H -3.578 7.989 6.313 0.085
H -6.764 -6.545 -12.622 0.089
H 12.784 6.292 9.491 0.080
H -9.592 1.620 -9.089 0.092
H 1.412 3.061 9.882 0.084
H -5.842 -10.953 -17.944 0.124
H 10.720 -3.208 -3.652 0.082
H -9.646 -1.617 -15.113 0.082
H -0.314 -0.815 10.297 0.104
H 0.210 -5.267 4.118 0.086
H 3.702 -0.269 4.120 0.077
H 2.124 -6.935 3.286 0.119
H -0.420 -1.000 -1.969 0.115
H 2.611 -0.273 1.457 0.101
H -4.097 -11.418 -17.733 0.115
H 4.921 14.704 2.122 0.123
H -8.566 1.843 -12.388 0.115
H -11.649 5.692 1.922 0.093
H 0.802 2.144 2.357 0.113
H 9.607 -2.005 -0.177 0.085
H -6.010 5.339 5.788 0.124
H 4.691 -0.477 2.634 0.083
H 1.404 -0.414 10.259 0.103
H -0.707 1.268 0.885 0.097
H -2.750 -0.073 -2.862 0.073
H -11.717 2.515 -11.629 0.121
H 2.278 1.562 10.301 0.075
H 13.516 7.250 3.832 0.116
H -11.463 4.128 -10.903 0.118
H -7.709 -6.512 -2.459 0.074
H 3.496 8.775 1.163 0.114
H 5.296 10.254 0.483 0.108
H -8.192 7.396 6.265 0.118
H 0.739 -4.484 5.516 0.085
H -4.316 -11.245 -15.572 0.098
H 5.089 0.783 3.930 0.086
H -8.032 1.638 -15.425 0.117
H 11.580 -1.808 -3.394 0.082
H 12.214 4.751 8.946 0.087
H 2.526 3.108 11.250 0.089
H 10.175 -3.343 -0.989 0.086
H 8.981 1.754 -5.088 0.084
H -9.167 -8.021 1.795 0.079
H 1.160 -0.841 -0.174 0.116
H 4.563 -7.071 3.586 0.114
H -10.447 3.153 -8.762 0.082
H -6.903 -6.359 1.672 0.084
H 7.632 2.460 -2.923 0.086
H 6.835 12.139 3.102 0.079
H -5.215 -5.732 -12.107 0.086
H -10.670 -5.295 -3.497 0.079
H 12.706 2.167 5.169 0.090
H -10.403 -4.646 1.292 0.117
H -10.583 6.175 0.564 0.089
H 11.838 8.401 7.907 0.112
H 5.354 -6.156 8.185 0.075
H 10.668 0.756 -1.128 0.112
H -6.708 5.910 3.540 0.115
H -6.970 -5.288 0.234 0.059
H 1.753 -0.234 2.985 0.113
H -0.452 -5.689 5.681 0.079
H 3.731 -8.953 6.462 0.055
H -0.076 -3.208 13.873 0.121
H 4.615 11.918 2.464 0.071
H 13.438 5.677 7.995 0.070
H -9.345 6.008 4.726 0.098
H 0.509 -8.192 4.462 0.085
H 6.267 9.400 2.673 0.075
H 0.148 -7.982 6.274 0.081
H 8.488 -3.306 -2.928 0.112
H -1.266 -0.530 12.826 0.109
H 5.624 8.238 3.833 0.087
H -9.504 -2.612 0.246 0.105
H -10.234 -8.197 -0.930 0.097
H -5.260 -8.852 -16.793 0.110
H 4.902 13.374 -0.158 0.112
H -10.598 -6.983 1.749 0.078
H -0.417 -1.346 17.163 0.082
H -1.328 -0.973 -0.618 0.112
H -3.346 -9.206 -14.320 0.111
H -8.249 4.691 2.345 0.121
H -4.240 -11.342 -20.445 0.084
H -7.999 -3.514 -0.026 0.091
H -9.635 -3.436 -2.030 0.114
H -5.090 -7.636 -14.979 0.103
H 10.156 -1.747 -4.514 0.065
H 12.261 6.308 3.024 0.111
H 3.719 10.847 0.042 0.108
H -11.372 1.839 -9.348 0.084
H 14.247 2.451 4.439 0.085
H -8.145 -5.107 -3.430 0.075
```

Energy relative to the best compared isomer or geometry (same formula, charge and spin) = 490.0 kJ/mol
Gap between HOMO and LUMO = 0.30498 hartree
E_LUMO = 0.35 eV
DFT total energy = -123868.6695 eV
Largest force on an atom = 3.63 eV/A